Here is one molecule with the formula CH3NO4 from the OMol25 dataset. Energies are from the ωB97M-V functional and the def2-TZVPD basis.

The multiplicity is 1. As for the LUMO energy: 0.6 eV. The total energy is -395.45047 hartree. For the strongest force on any atom, the calculation gives 4.63 eV/A. Its gap between HOMO and LUMO is 11.07 eV. The charge is 0.

Atoms and positions in Å:
O -0.325 1.452 -0.097
C -0.173 0.287 -0.254
N 0.822 -0.540 0.005
O 2.134 -0.017 0.010
O -1.460 -0.529 -0.649
O -2.405 -0.048 0.297
H 0.779 -1.562 -0.382
H 1.823 0.963 0.041
H -2.375 0.939 0.236

Here is a 2-piece molecular cluster, CH3NO4P overall from the OMol25 dataset. Energies are from the ωB97M-V functional and the def2-TZVPD basis.

The multiplicity is 1. As for the LUMO energy (alpha / beta): -7.7 / -7.4 eV. The total energy is -736.46436 hartree. For the strongest force on any atom, the calculation gives 4.36 eV/A. Its gap between HOMO and LUMO (alpha / beta) is 5.59 / 5.98 eV. The charge is +1.

Atoms and positions in Å:
C 1.779 0.209 1.392
N 4.058 -0.349 -0.397
O 4.760 0.500 -0.561
O 0.030 -1.204 0.748
O 0.764 -0.063 -1.288
O -0.584 1.297 0.132
P 0.535 0.138 0.207
H 0.615 -1.427 1.479
H -0.125 -0.155 -1.785
H -0.595 1.639 0.970

Here is one molecule with the formula CH3NOP2S from the OMol25 dataset. Energies are from the ωB97M-V functional and the def2-TZVPD basis.

The multiplicity is 1. As for the LUMO energy (alpha / beta): -2.6 / -2.7 eV. The total energy is -1250.65276 hartree. For the strongest force on any atom, the calculation gives 3.17 eV/A. Its gap between HOMO and LUMO (alpha / beta) is 6.22 / 5.98 eV. The charge is 0.

Atoms and positions in Å:
C -1.856 0.010 -0.165
N -1.412 -0.140 -1.385
O 1.685 -1.321 0.779
P -0.979 0.647 1.179
P 1.723 -1.689 -0.620
S 0.052 -0.524 -1.791
H -2.915 0.206 -0.099
H 0.156 0.827 0.556
H 2.347 -0.708 -1.346

Here is CH3NOP2S as an isolated structure from the OMol25 dataset. Energies are from the ωB97M-V functional and the def2-TZVPD basis.

The multiplicity is 3. As for the LUMO energy (alpha / beta): -0.4 / -3.0 eV. The total energy is -1250.66487 hartree. For the strongest force on any atom, the calculation gives 5.28 eV/A. Its gap between HOMO and LUMO (alpha / beta) is 5.95 / 7.34 eV. Its expectation value of S² is 2.017. The charge is 0.

Atoms and positions in Å:
C 0.390 0.889 -1.099
N -0.410 -0.042 -1.703
O -1.007 0.243 0.722
P 0.276 1.385 0.545
P -1.408 -0.635 -0.577
S -2.916 -1.781 -0.475
H 1.310 1.141 -1.639
H 1.676 -0.374 1.770
H 2.089 -0.826 2.457

Here is one molecule with the formula CH3NOS from the OMol25 dataset. Energies are from the ωB97M-V functional and the def2-TZVPD basis.

The multiplicity is 1. As for the LUMO energy: 0.6 eV. The total energy is -568.06168 hartree. For the strongest force on any atom, the calculation gives 3.21 eV/A. Its gap between HOMO and LUMO is 10.67 eV. The charge is 0.

Atoms and positions in Å:
O 0.991 1.598 -0.806
C 0.872 0.588 -0.097
N -0.122 -0.349 -0.410
S -0.887 -1.493 0.452
H 1.388 0.462 0.872
H -0.474 -0.007 -1.297
H -1.767 -0.799 1.285

Here is a 2-piece molecular cluster, CH3NOS2 overall from the OMol25 dataset. Energies are from the ωB97M-V functional and the def2-TZVPD basis.

The multiplicity is 1. As for the LUMO energy: -2.1 eV. The total energy is -966.21155 hartree. For the strongest force on any atom, the calculation gives 1.48 eV/A. Its gap between HOMO and LUMO is 8.02 eV. The charge is 0.

Atoms and positions in Å:
C 0.404 0.909 0.460
N 0.845 0.606 1.586
O -1.224 -1.550 -0.203
S -0.484 -0.894 -2.850
S -0.177 -1.774 -1.183
H -0.628 1.178 0.222
H 1.103 0.911 -0.372
H 0.161 0.614 2.340

Here is one molecule with the formula CH3NOS3 from the OMol25 dataset. Energies are from the ωB97M-V functional and the def2-TZVPD basis.

The multiplicity is 1. As for the LUMO energy (alpha / beta): -1.1 / -1.1 eV. The total energy is -1364.34021 hartree. For the strongest force on any atom, the calculation gives 1.83 eV/A. Its gap between HOMO and LUMO (alpha / beta) is 7.08 / 7.08 eV. The charge is 0.

Atoms and positions in Å:
O -0.834 -0.722 -1.592
N 0.337 -0.973 -0.886
S 1.302 -2.169 -1.421
C 0.582 -0.163 0.099
S -0.608 1.116 0.461
S -1.084 1.805 2.471
H -0.924 -1.427 -2.261
H 1.467 -0.306 0.691
H -0.237 2.840 2.440

Here is a 2-piece molecular cluster, CH3NS2 overall from the OMol25 dataset. Energies are from the ωB97M-V functional and the def2-TZVPD basis.

The multiplicity is 1. As for the LUMO energy: 0.6 eV. The total energy is -891.00117 hartree. For the strongest force on any atom, the calculation gives 2.27 eV/A. Its gap between HOMO and LUMO is 10.02 eV. The charge is 0.

Atoms and positions in Å:
N 0.989 -0.269 -0.165
C 1.782 0.082 0.676
S 2.769 0.918 1.538
H -0.032 -0.369 -0.060
S -2.156 -0.298 -0.156
H -1.994 -0.761 -1.368
H -1.358 0.697 -0.465

Here is a 2-piece molecular cluster, CH3O2 overall from the OMol25 dataset. Energies are from the ωB97M-V functional and the def2-TZVPD basis.

The multiplicity is 4. As for the LUMO energy (alpha / beta): 1.1 / -1.5 eV. The total energy is -190.11790 hartree. For the strongest force on any atom, the calculation gives 7.13 eV/A. Its gap between HOMO and LUMO (alpha / beta) is 8.64 / 12.00 eV. Its expectation value of S² is 3.763. The charge is 0.

Atoms and positions in Å:
O 0.263 1.172 0.000
O 1.266 1.966 0.000
H -1.418 -0.490 0.000
C -0.345 -0.689 0.000
H 0.117 -0.980 0.943
H 0.117 -0.980 -0.943

Here is CH3O2PS as an isolated structure from the OMol25 dataset. Energies are from the ωB97M-V functional and the def2-TZVPD basis.

The multiplicity is 1. As for the LUMO energy (alpha / beta): -1.5 / -1.5 eV. The total energy is -929.81101 hartree. For the strongest force on any atom, the calculation gives 2.57 eV/A. Its gap between HOMO and LUMO (alpha / beta) is 7.71 / 7.71 eV. The charge is 0.

Atoms and positions in Å:
C -0.418 0.236 0.437
O -2.116 -1.466 -0.745
O 0.249 -1.365 -1.495
P 1.174 1.001 0.099
S -0.881 -0.744 -0.861
H -1.223 0.872 0.782
H 1.940 -0.118 0.422
H 1.275 1.584 1.361

Here is a 2-piece molecular cluster, CH3O2S overall from the OMol25 dataset. Energies are from the ωB97M-V functional and the def2-TZVPD basis.

The multiplicity is 1. As for the LUMO energy (alpha / beta): 3.4 / 4.3 eV. The total energy is -588.42008 hartree. For the strongest force on any atom, the calculation gives 4.21 eV/A. Its gap between HOMO and LUMO (alpha / beta) is 5.56 / 7.58 eV. The charge is -1.

Atoms and positions in Å:
C 0.078 0.451 -0.827
O 1.255 2.707 -0.252
O -0.841 2.886 -1.562
S -0.055 2.156 -0.550
H -0.733 -0.030 -1.141
H 0.504 0.003 0.008
H 1.898 -0.369 1.723

Here is a 2-piece molecular cluster, CH3O3 overall from the OMol25 dataset. Energies are from the ωB97M-V functional and the def2-TZVPD basis.

The multiplicity is 1. As for the LUMO energy: 3.0 eV. The total energy is -265.66687 hartree. For the strongest force on any atom, the calculation gives 2.85 eV/A. Its gap between HOMO and LUMO is 6.74 eV. The charge is -1.

Atoms and positions in Å:
O -1.254 -4.280 -0.066
H -1.519 -4.519 -0.983
H -1.006 -3.329 -0.120
O 0.202 2.094 0.017
O 0.907 3.772 1.330
C 0.978 2.993 0.319
H 1.692 3.268 -0.495

Here is CH3O3P as an isolated structure from the OMol25 dataset. Energies are from the ωB97M-V functional and the def2-TZVPD basis.

The multiplicity is 1. As for the LUMO energy: -0.7 eV. The total energy is -606.86237 hartree. For the strongest force on any atom, the calculation gives 3.45 eV/A. Its gap between HOMO and LUMO is 10.13 eV. The charge is 0.

Atoms and positions in Å:
C -1.367 -0.065 -0.088
O 3.129 0.887 -0.052
O -0.381 -0.899 0.396
O 0.963 0.040 0.207
P 2.539 -0.422 0.040
H -2.334 -0.567 0.037
H -1.043 0.317 -1.170
H -1.507 0.708 0.630

Here is a 2-piece molecular cluster, CH3O3P overall from the OMol25 dataset. Energies are from the ωB97M-V functional and the def2-TZVPD basis.

The multiplicity is 1. As for the LUMO energy (alpha / beta): -1.3 / -1.5 eV. The total energy is -606.79089 hartree. For the strongest force on any atom, the calculation gives 2.96 eV/A. Its gap between HOMO and LUMO (alpha / beta) is 8.29 / 6.18 eV. The charge is 0.

Atoms and positions in Å:
C -1.358 0.067 0.061
O 3.626 0.277 -0.362
O -0.539 -1.012 0.438
O 0.586 -1.098 -0.313
P 2.415 0.742 0.235
H -1.435 0.155 -1.026
H -0.960 1.007 0.469
H -2.336 -0.138 0.496

Here is one molecule with the formula CH3O3P from the OMol25 dataset. Energies are from the ωB97M-V functional and the def2-TZVPD basis.

The multiplicity is 1. As for the LUMO energy: -0.4 eV. The total energy is -606.87485 hartree. For the strongest force on any atom, the calculation gives 3.69 eV/A. Its gap between HOMO and LUMO is 10.33 eV. The charge is 0.

Atoms and positions in Å:
C -1.337 -0.146 0.052
O -0.197 -0.850 -0.304
O 1.033 0.092 -0.539
P 2.306 -0.203 0.433
O 3.171 0.768 -0.252
H -2.167 -0.785 0.345
H -1.554 0.603 -0.645
H -1.254 0.523 0.909

Here is a 2-piece molecular cluster, CH3O3PS overall from the OMol25 dataset. Energies are from the ωB97M-V functional and the def2-TZVPD basis.

The multiplicity is 1. As for the LUMO energy (alpha / beta): -1.5 / -0.8 eV. The total energy is -1005.07547 hartree. For the strongest force on any atom, the calculation gives 3.16 eV/A. Its gap between HOMO and LUMO (alpha / beta) is 7.66 / 8.08 eV. The charge is 0.

Atoms and positions in Å:
C 0.016 -0.781 0.717
O -1.330 3.096 -1.717
O -1.587 3.044 0.752
O -2.667 1.378 2.320
P -0.965 3.907 -0.525
S -2.400 1.622 0.927
H -0.691 -1.044 1.420
H -0.240 -0.414 -0.287
H 1.046 -1.121 0.758

Here is one molecule with the formula CH3O3PS2 from the OMol25 dataset. Energies are from the ωB97M-V functional and the def2-TZVPD basis.

The multiplicity is 1. As for the LUMO energy: -0.8 eV. The total energy is -1403.28937 hartree. For the strongest force on any atom, the calculation gives 3.25 eV/A. Its gap between HOMO and LUMO is 7.11 eV. The charge is 0.

Atoms and positions in Å:
C -1.461 0.011 -0.206
O 0.620 1.297 1.495
O 3.031 -1.415 0.459
O 0.975 -0.640 -0.953
P 1.577 -1.657 0.353
S 0.725 1.989 0.202
S -0.092 0.602 -1.182
H -2.227 0.552 -0.774
H -1.464 0.281 0.775
H -1.684 -1.018 -0.169

Here is an isolated ion of composition CH3O3S and charge -1 from the OMol25 dataset. Energies are from the ωB97M-V functional and the def2-TZVPD basis.

The multiplicity is 1. As for the LUMO energy: 4.0 eV. The total energy is -663.72676 hartree. For the strongest force on any atom, the calculation gives 4.22 eV/A. Its gap between HOMO and LUMO is 7.23 eV. The charge is -1.

Atoms and positions in Å:
O -0.345 -0.047 -2.338
S -0.561 0.400 -0.960
O -1.608 1.417 -0.791
C -0.480 -1.088 0.035
O -0.178 -0.758 1.400
H 0.704 1.374 -0.441
H 0.368 -1.407 -0.453
H 0.114 0.094 1.381

Here is a 2-piece molecular cluster, CH3O3S overall from the OMol25 dataset. Energies are from the ωB97M-V functional and the def2-TZVPD basis.

The multiplicity is 1. As for the LUMO energy: 3.6 eV. The total energy is -663.84148 hartree. For the strongest force on any atom, the calculation gives 2.80 eV/A. Its gap between HOMO and LUMO is 7.87 eV. The charge is -1.

Atoms and positions in Å:
C -0.767 1.064 0.928
O 0.754 -1.561 -0.140
O 0.299 1.671 0.732
O -1.074 -0.080 0.480
S 0.855 -1.516 -1.831
H -1.635 1.466 1.414
H 0.045 -0.739 0.032
H 1.521 -0.305 -1.616

Here is CH3O4P as an isolated structure from the OMol25 dataset. Energies are from the ωB97M-V functional and the def2-TZVPD basis.

The multiplicity is 1. As for the LUMO energy (alpha / beta): -2.8 / -3.8 eV. The total energy is -682.06393 hartree. For the strongest force on any atom, the calculation gives 3.34 eV/A. Its gap between HOMO and LUMO (alpha / beta) is 8.73 / 7.68 eV. The charge is 0.

Atoms and positions in Å:
C 0.727 0.832 0.293
O -1.394 -0.506 1.507
O -0.128 -1.499 -1.583
O -1.550 -0.017 -1.029
O 0.175 -1.689 -0.335
P -0.749 -0.273 0.216
H 1.244 0.650 1.229
H 1.373 0.670 -0.563
H 0.303 1.832 0.265